Arrangement one

The following is a DFT calculation (ωB97M-V/def2-TZVPD) of a molecular structure, C59H57ClIN13O5PSn.

Summary:
HOMO-LUMO gap (alpha / beta)	4.04 / 3.78	eV
2S+1	1
charge	+3

Each line ends with the Löwdin charge.
Geometry (Å):
1 Sn -0.312 -0.794 -0.111  1.316
2 C -12.299 -7.852 1.893  -0.047
3 O -11.554 -7.160 2.898  -0.053
4 C -10.417 -6.549 2.541  -0.274
5 C -9.701 -5.938 3.574  0.019
6 C -8.524 -5.283 3.303  -0.024
7 C -8.026 -5.211 1.997  -0.166
8 C -8.747 -5.822 0.975  -0.007
9 C -9.931 -6.488 1.236  0.008
10 C -6.805 -4.483 1.670  -0.224
11 N -6.283 -4.354 0.463  0.197
12 C -5.189 -3.559 0.624  -0.173
13 C -5.019 -3.190 1.938  -0.124
14 N -6.063 -3.790 2.598  0.192
15 C -3.980 -2.318 2.364  -0.053
16 C -3.774 -1.881 3.685  0.036
17 C -2.769 -0.985 3.952  -0.023
18 C -1.930 -0.583 2.908  -0.144
19 N -2.066 -1.016 1.668  -0.039
20 C -3.101 -1.832 1.373  -0.151
21 C -3.295 -2.176 -0.017  -0.148
22 N -2.487 -1.591 -0.939  -0.019
23 C -2.684 -1.883 -2.219  -0.131
24 C -3.656 -2.773 -2.671  -0.007
25 C -4.474 -3.376 -1.750  0.056
26 C -4.319 -3.057 -0.393  -0.052
27 H -13.121 -8.331 2.412  0.099
28 H -11.685 -8.609 1.405  0.099
29 H -12.690 -7.156 1.151  0.100
30 H -10.098 -5.997 4.580  0.130
31 H -7.990 -4.823 4.130  0.106
32 H -8.366 -5.760 -0.037  0.117
33 H -10.476 -6.950 0.423  0.111
34 H -6.269 -3.739 3.580  0.151
35 H -4.409 -2.247 4.483  0.129
36 H -2.608 -0.603 4.951  0.117
37 H -1.121 0.118 3.088  0.083
38 H -2.050 -1.367 -2.928  0.103
39 H -3.761 -2.971 -3.730  0.124
40 H -5.241 -4.088 -2.034  0.137
41 N 0.179 1.263 -3.002  0.050
42 N 0.801 0.446 -3.945  0.001
43 C 0.937 -0.874 -3.741  -0.372
44 N 1.455 -1.600 -4.715  0.245
45 N 0.511 -1.333 -2.544  0.050
46 N 0.481 -2.678 -2.348  -0.402
47 O 0.029 -3.000 -1.236  -0.113
48 O 0.892 -3.499 -3.135  0.103
49 H -0.702 1.598 -3.376  0.104
50 H 0.769 2.062 -2.807  0.090
51 H 1.118 0.842 -4.815  0.165
52 H 1.711 -1.195 -5.600  0.146
53 H 1.604 -2.585 -4.556  0.103
54 I -1.089 2.794 0.422  0.947
55 C -1.061 4.769 1.222  -0.568
56 C -2.092 5.515 0.721  -0.162
57 C -2.209 6.883 1.033  -0.042
58 C -1.258 7.467 1.805  -0.004
59 C -0.177 6.716 2.326  -0.140
60 C 0.802 7.393 3.090  0.010
61 C 1.871 6.736 3.619  -0.032
62 C 1.974 5.352 3.430  -0.083
63 C 1.040 4.640 2.704  -0.308
64 P 1.366 2.858 2.650  1.116
65 C 1.467 2.332 4.310  -0.228
66 C 0.866 3.062 5.351  -0.061
67 C 0.874 2.593 6.642  0.019
68 C 1.435 1.317 6.989  -0.028
69 C 1.933 0.522 6.035  0.037
70 C 1.890 0.931 4.624  -0.474
71 C 2.906 2.629 1.731  -0.348
72 C 4.146 2.517 2.365  -0.074
73 C 5.301 2.457 1.601  -0.039
74 C 5.229 2.515 0.215  -0.045
75 C 3.997 2.624 -0.417  -0.071
76 C 2.833 2.673 0.338  -0.116
77 C -0.060 5.309 2.081  -0.186
78 H -2.824 5.061 0.066  0.085
79 H -3.039 7.451 0.631  0.124
80 H -1.303 8.527 2.024  0.131
81 H 0.687 8.461 3.239  0.133
82 H 2.626 7.263 4.188  0.125
83 H 2.811 4.831 3.879  0.115
84 H 0.469 4.044 5.142  0.114
85 H 0.481 3.223 7.431  0.131
86 H 1.457 1.007 8.026  0.128
87 H 2.364 -0.449 6.256  0.140
88 H 1.376 -0.981 4.155  0.121
89 H 4.214 2.486 3.445  0.113
90 H 6.262 2.370 2.093  0.123
91 H 6.138 2.480 -0.373  0.121
92 H 3.942 2.673 -1.497  0.109
93 H 1.871 2.771 -0.152  0.038
94 C 6.647 -5.348 2.453  -0.035
95 C 5.836 -6.219 1.474  -0.519
96 C 5.057 -7.268 2.279  -0.035
97 C 6.827 -6.961 0.561  -0.033
98 C 4.877 -5.317 0.619  -0.436
99 O 5.590 -4.253 0.017  -0.002
100 C 4.144 -6.140 -0.459  -0.094
101 C 3.297 -5.363 -1.482  -0.116
102 C 4.060 -4.477 -2.440  -0.225
103 C 3.817 -3.111 -2.487  -0.068
104 C 4.493 -2.283 -3.372  -0.121
105 C 5.424 -2.829 -4.236  -0.676
106 Cl 6.278 -1.801 -5.338  0.688
107 C 5.670 -4.193 -4.228  -0.079
108 C 4.987 -5.005 -3.331  -0.017
109 C 3.863 -4.641 1.587  -0.012
110 N 3.293 -3.372 1.100  -0.065
111 C 2.048 -3.133 0.696  -0.173
112 N 1.945 -1.869 0.290  -0.077
113 C 3.195 -1.366 0.530  -0.193
114 N 4.029 -2.240 1.026  0.166
115 H 7.537 -5.889 2.775  0.093
116 H 6.085 -5.108 3.360  0.080
117 H 6.969 -4.414 1.990  0.091
118 H 5.761 -7.873 2.854  0.101
119 H 4.497 -7.950 1.634  0.087
120 H 4.364 -6.816 2.994  0.083
121 H 7.574 -7.460 1.179  0.096
122 H 7.373 -6.289 -0.111  0.093
123 H 6.344 -7.733 -0.038  0.086
124 H 6.356 -4.611 -0.447  0.106
125 H 3.496 -6.871 0.031  0.122
126 H 4.895 -6.701 -1.016  0.107
127 H 2.537 -4.762 -0.985  0.075
128 H 2.757 -6.111 -2.069  0.131
129 H 3.084 -2.681 -1.811  0.077
130 H 4.306 -1.215 -3.395  0.097
131 H 6.379 -4.616 -4.928  0.116
132 H 5.174 -6.075 -3.348  0.127
133 H 4.354 -4.407 2.526  0.123
134 H 3.032 -5.318 1.763  0.138
135 H 1.268 -3.878 0.647  0.139
136 H 3.483 -0.350 0.300  0.114
137 O 2.832 0.317 3.775  -0.009
138 N 1.443 -0.080 3.669  0.134

=====

Arrangement two

The following is a DFT calculation (ωB97M-V/def2-TZVPD) of a molecular structure, C59H57ClIN13O5PSn.

Summary:
HOMO-LUMO gap (alpha / beta)	3.57 / 4.84	eV
2S+1	1
charge	+3

Each line ends with the Löwdin charge.
Geometry (Å):
1 Sn -2.250 -1.380 -0.688  1.366
2 C -0.919 8.689 9.222  -0.049
3 O -2.145 8.183 8.694  -0.052
4 C -2.084 7.251 7.733  -0.274
5 C -0.899 6.763 7.183  0.007
6 C -0.949 5.796 6.195  -0.009
7 C -2.164 5.299 5.738  -0.169
8 C -3.344 5.802 6.295  -0.022
9 C -3.309 6.763 7.276  0.020
10 C -2.174 4.279 4.698  -0.228
11 N -1.111 3.768 4.101  0.195
12 C -1.602 2.864 3.208  -0.178
13 C -2.975 2.805 3.245  -0.123
14 N -3.328 3.721 4.206  0.193
15 C -3.744 1.958 2.399  -0.055
16 C -5.149 1.877 2.369  0.035
17 C -5.766 1.027 1.489  -0.019
18 C -4.977 0.259 0.625  -0.126
19 N -3.654 0.317 0.628  -0.014
20 C -3.028 1.137 1.505  -0.158
21 C -1.579 1.159 1.483  -0.171
22 N -0.952 0.319 0.628  -0.043
23 C 0.369 0.348 0.552  -0.158
24 C 1.160 1.218 1.308  -0.017
25 C 0.539 2.061 2.197  0.049
26 C -0.862 2.036 2.307  -0.058
27 H -1.199 9.397 9.993  0.099
28 H -0.343 9.200 8.450  0.099
29 H -0.325 7.886 9.661  0.099
30 H 0.057 7.137 7.519  0.110
31 H -0.034 5.414 5.762  0.116
32 H -4.315 5.447 5.963  0.107
33 H -4.218 7.160 7.710  0.131
34 H -4.257 3.943 4.519  0.152
35 H -5.744 2.487 3.039  0.129
36 H -6.844 0.946 1.451  0.123
37 H -5.435 -0.416 -0.090  0.110
38 H 0.823 -0.348 -0.142  0.089
39 H 2.235 1.207 1.189  0.120
40 H 1.097 2.750 2.821  0.134
41 N -4.268 -0.051 -3.002  0.051
42 N -4.675 -1.092 -3.838  -0.002
43 C -4.576 -2.378 -3.449  -0.381
44 N -5.049 -3.309 -4.260  0.230
45 N -4.018 -2.568 -2.242  0.031
46 N -3.926 -3.838 -1.747  -0.433
47 O -3.477 -3.859 -0.596  -0.086
48 O -4.253 -4.836 -2.357  0.088
49 H -5.072 0.511 -2.750  0.106
50 H -3.600 0.526 -3.497  0.088
51 H -5.097 -0.883 -4.729  0.163
52 H -5.479 -3.077 -5.141  0.139
53 H -4.953 -4.276 -3.991  0.103
54 I -1.409 -2.688 2.570  1.157
55 C -1.500 -4.686 3.220  -0.564
56 C -2.625 -5.035 3.905  -0.127
57 C -2.688 -6.297 4.529  -0.036
58 C -1.614 -7.131 4.476  0.007
59 C -0.438 -6.772 3.768  -0.139
60 C 0.695 -7.622 3.780  0.020
61 C 1.854 -7.268 3.154  -0.027
62 C 1.904 -6.079 2.403  -0.066
63 C 0.813 -5.245 2.324  -0.329
64 P 0.879 -3.904 1.103  1.099
65 C 2.469 -3.083 1.373  -0.357
66 C 2.599 -2.302 2.531  -0.096
67 C 3.824 -1.751 2.865  -0.049
68 C 4.928 -1.959 2.046  -0.026
69 C 4.806 -2.723 0.894  -0.060
70 C 3.583 -3.281 0.549  -0.086
71 C 0.954 -4.672 -0.615  -0.327
72 C 1.047 -6.144 -0.734  -0.038
73 C 1.574 -6.705 -1.828  -0.028
74 C 2.251 -5.937 -2.868  -0.033
75 C 2.350 -4.607 -2.818  -0.018
76 C 1.633 -3.828 -1.792  -0.152
77 C -0.370 -5.534 3.072  -0.207
78 H -3.459 -4.350 3.996  0.104
79 H -3.580 -6.574 5.076  0.125
80 H -1.634 -8.085 4.990  0.132
81 H 0.627 -8.560 4.320  0.135
82 H 2.728 -7.904 3.204  0.125
83 H 2.815 -5.839 1.867  0.120
84 H 1.754 -2.142 3.185  0.082
85 H 3.917 -1.163 3.769  0.120
86 H 5.890 -1.536 2.312  0.125
87 H 5.668 -2.898 0.262  0.074
88 H 3.530 -3.910 -0.327  0.102
89 H 0.680 -6.751 0.080  0.111
90 H 1.584 -7.786 -1.906  0.124
91 H 2.755 -6.481 -3.656  0.123
92 H 2.978 -4.061 -3.513  0.123
93 H 1.977 -2.822 -1.586  0.105
94 C 1.184 2.739 -7.227  -0.031
95 C 1.824 3.504 -6.051  -0.521
96 C 1.185 4.896 -5.960  -0.031
97 C 3.321 3.685 -6.355  -0.029
98 C 1.625 2.709 -4.717  -0.431
99 O 2.104 1.382 -4.836  -0.003
100 C 2.304 3.413 -3.523  -0.098
101 C 2.398 2.576 -2.238  -0.118
102 C 3.360 1.408 -2.267  -0.224
103 C 2.904 0.111 -2.085  -0.044
104 C 3.771 -0.970 -2.071  -0.106
105 C 5.126 -0.760 -2.244  -0.649
106 Cl 6.208 -2.114 -2.226  0.721
107 C 5.611 0.523 -2.434  -0.072
108 C 4.727 1.596 -2.442  -0.012
109 C 0.096 2.571 -4.437  -0.012
110 N -0.303 1.304 -3.794  -0.070
111 C -0.748 1.110 -2.556  -0.152
112 N -1.030 -0.178 -2.383  -0.065
113 C -0.762 -0.727 -3.611  -0.198
114 N -0.342 0.144 -4.492  0.165
115 H 1.587 3.113 -8.169  0.095
116 H 0.102 2.884 -7.277  0.082
117 H 1.379 1.668 -7.178  0.091
118 H 1.294 5.404 -6.920  0.103
119 H 1.667 5.521 -5.205  0.089
120 H 0.114 4.852 -5.743  0.086
121 H 3.431 4.105 -7.355  0.098
122 H 3.884 2.745 -6.350  0.092
123 H 3.807 4.376 -5.667  0.085
124 H 2.933 1.386 -5.328  0.104
125 H 1.747 4.326 -3.297  0.123
126 H 3.309 3.720 -3.805  0.110
127 H 1.407 2.205 -1.964  0.078
128 H 2.708 3.246 -1.433  0.129
129 H 1.837 -0.060 -1.995  0.083
130 H 3.406 -1.982 -1.939  0.055
131 H 6.674 0.682 -2.565  0.118
132 H 5.123 2.598 -2.574  0.128
133 H -0.465 2.624 -5.364  0.119
134 H -0.235 3.373 -3.781  0.138
135 H -0.831 1.885 -1.808  0.147
136 H -0.877 -1.778 -3.830  0.114
137 O -0.684 -3.104 -1.645  -0.200
138 N 0.210 -3.997 -1.680  -0.095

=====

Which one is most stable, and which one is least stable? arrangement one is the most stable of them, while arrangement two is the least stable.